The following is a quantum chemistry calculation of a molecular structure, C53H36IN6O4S2Ta, from the Open Molecules 2025 dataset.

Last column: Mulliken charge in e.
Geometry (Å):
Ta  0.45  -0.07  0.36  2.21
C  4.93  -3.60  -4.43  -0.38
C  5.05  -2.48  -3.61  -1.12
C  4.06  -2.19  -2.69  0.13
C  2.93  -3.00  -2.57  -0.47
C  2.83  -4.14  -3.38  -0.04
C  3.82  -4.43  -4.30  -0.91
C  1.90  -2.59  -1.59  1.22
C  0.58  -2.38  -1.98  0.48
C  -0.04  -2.81  -3.21  -1.51
C  -1.34  -2.46  -3.14  -1.36
C  -1.52  -1.75  -1.89  0.35
N  -0.36  -1.76  -1.19  -0.34
C  -2.62  -0.94  -1.62  0.89
C  -2.66  0.02  -0.61  0.37
C  -3.68  1.03  -0.47  -1.27
C  -3.40  1.75  0.64  -1.65
C  -2.26  1.14  1.26  0.89
C  -1.82  1.28  2.57  1.52
C  -2.16  2.44  3.43  -0.32
C  -1.11  3.04  4.14  -0.22
C  -1.34  4.12  4.97  -0.92
C  -2.62  4.65  5.09  -0.42
C  -3.66  4.08  4.38  -0.91
C  -3.44  2.99  3.55  -0.17
C  -1.03  0.27  3.15  0.21
N  -0.23  -0.60  2.47  0.06
C  0.38  -1.38  3.41  0.11
C  1.46  -2.22  3.17  1.46
C  1.97  -3.03  4.32  -0.73
C  1.50  -4.33  4.48  0.21
C  1.90  -5.09  5.57  -0.84
C  2.77  -4.56  6.51  -0.35
C  3.25  -3.26  6.34  -0.83
C  2.85  -2.50  5.26  0.24
C  2.05  -2.41  1.93  -0.15
C  3.17  -3.26  1.66  -1.68
C  3.35  -3.28  0.32  -1.32
C  2.31  -2.48  -0.26  0.50
N  1.58  -1.89  0.75  0.14
C  -0.14  -1.07  4.72  -1.49
C  -0.99  -0.03  4.56  -1.31
N  -1.78  0.14  0.44  -0.68
C  -3.80  -1.09  -2.52  -0.38
C  -4.22  -0.08  -3.38  0.14
C  -5.32  -0.27  -4.21  -0.97
C  -6.02  -1.47  -4.18  -0.40
C  -5.60  -2.49  -3.33  -0.89
C  -4.50  -2.30  -2.51  -0.01
H  5.69  -3.82  -5.16  0.39
H  5.92  -1.84  -3.70  0.41
H  4.14  -1.31  -2.06  0.56
H  1.99  -4.81  -3.25  0.59
H  3.74  -5.31  -4.93  0.40
H  0.47  -3.31  -4.02  0.62
H  -2.11  -2.62  -3.88  0.54
H  -4.52  1.16  -1.14  0.68
H  -3.94  2.60  1.01  0.60
H  -0.11  2.66  4.00  0.41
H  -0.52  4.55  5.53  0.41
H  -2.80  5.49  5.74  0.40
H  -4.66  4.49  4.46  0.42
H  -4.28  2.53  3.05  0.63
H  0.81  -4.74  3.75  0.49
H  1.52  -6.10  5.69  0.38
H  3.08  -5.15  7.36  0.38
H  3.93  -2.84  7.07  0.39
H  3.21  -1.48  5.13  0.47
H  3.72  -3.80  2.41  0.53
H  4.07  -3.84  -0.25  0.60
H  0.13  -1.57  5.63  0.53
H  -1.57  0.48  5.31  0.64
H  -3.67  0.85  -3.44  0.48
H  -5.63  0.52  -4.88  0.40
H  -6.87  -1.62  -4.82  0.40
H  -6.13  -3.43  -3.31  0.40
H  -4.17  -3.09  -1.84  0.47
O  3.48  3.91  -2.06  -0.67
S  2.21  3.86  -2.71  1.12
O  2.20  3.78  -4.14  -0.64
N  1.26  2.61  -2.04  0.63
C  0.27  3.05  -1.23  -0.04
O  -0.49  2.33  -0.60  -0.05
C  0.22  4.53  -1.21  -0.07
C  -0.67  5.30  -0.48  -0.40
C  -0.61  6.68  -0.62  -0.70
C  0.31  7.26  -1.49  -0.53
C  1.21  6.49  -2.21  -0.68
C  1.14  5.12  -2.05  0.25
H  -1.37  4.81  0.19  0.68
H  -1.29  7.30  -0.06  0.44
H  0.32  8.34  -1.60  0.40
H  1.93  6.94  -2.88  0.48
N  2.45  0.88  -3.27  -0.50
C  1.30  1.14  -2.47  0.23
O  1.32  0.40  -1.34  -0.12
C  0.01  0.77  -3.27  -1.14
I  -0.94  2.17  -4.55  -0.04
H  3.30  1.08  -2.75  0.37
H  2.45  1.43  -4.13  0.37
H  -0.76  0.52  -2.55  -0.38
H  0.24  -0.10  -3.88  0.88
S  1.62  1.49  1.53  -0.62

HOMO level: -6.94 eV
orbital gap: 5.61 eV
electronic energy: -104002.85441 eV
charge: 0
strongest force on any atom: 1.6 eV Å⁻¹

The following is a quantum chemistry calculation of a single C5H13NS molecule, from the Open Molecules 2025 dataset.

Last column: Mulliken charge in e.
Geometry (Å):
C  -1.93  -0.11  0.04  -0.86
C  -1.80  1.39  -0.19  -0.58
S  -1.75  1.86  -1.95  -0.27
C  -0.54  -0.80  0.08  -0.68
N  0.43  -0.15  0.93  -0.26
C  1.74  -0.80  0.87  -0.43
C  2.43  -0.62  -0.47  -1.17
H  -2.40  -0.24  1.00  0.32
H  -2.46  -0.60  -0.76  0.38
H  -0.94  1.78  0.36  0.38
H  -2.63  1.96  0.24  0.42
H  -1.27  3.09  -1.77  0.11
H  -0.17  -0.84  -0.94  0.38
H  -0.68  -1.84  0.37  0.38
H  0.11  -0.09  1.89  0.21
H  1.62  -1.87  1.11  0.31
H  2.37  -0.31  1.62  0.38
H  2.31  0.40  -0.85  0.29
H  2.06  -1.33  -1.21  0.31
H  3.48  -0.87  -0.37  0.39

HOMO level: -8.70 eV
orbital gap: 9.70 eV
electronic energy: -17720.81422 eV
charge: 0
structure (SMILES): CCNCCCS
strongest force on any atom: 1.5 eV Å⁻¹
energy relative to the best compared isomer or geometry (same formula, charge and spin): 0.437 eV

The following is a quantum chemistry calculation of a molecular structure, C7H8IO2S, from the Open Molecules 2025 dataset.

Last column: Mulliken charge in e.
Geometry (Å):
C  0.92  1.55  -0.64  -0.61
C  0.85  1.56  0.71  -0.20
C  0.45  0.32  -1.30  0.46
C  -0.32  -1.08  0.00  0.54
C  0.62  0.47  1.68  -0.40
C  0.58  -0.90  1.13  -0.92
C  0.30  -0.14  -2.53  -0.73
O  -2.70  -2.09  0.61  -0.58
O  -0.50  -2.17  -0.79  -0.73
S  -2.05  -1.25  -0.36  0.44
I  -3.07  1.10  0.29  -0.58
H  0.99  2.46  -1.21  0.31
H  0.76  2.48  1.34  0.24
H  1.25  0.55  2.57  0.37
H  -0.36  0.69  1.98  0.26
H  0.40  -1.58  1.95  0.35
H  1.52  -1.35  0.82  0.32
H  -0.24  -1.12  -2.84  0.19
H  0.60  0.50  -3.40  0.27

HOMO level: -4.24 eV
orbital gap: 7.46 eV
electronic energy: -30417.21950 eV
charge: -1
strongest force on any atom: 5.2 eV Å⁻¹
energy relative to the best compared isomer or geometry (same formula, charge and spin): 1.115 eV